(1)
Below is C38H37BiN16O3PS2Se as an isolated structure, with properties calculated with the ωB97M-V functional and the def2-TZVPD basis.

Structure (XYZ):
```
99
Properties=species:S:1:pos:R:3:forces:R:3:mulliken_charge:R:1
Bi 0.20579 0.84486 -0.20387 -0.2 -0.1 -0.1 1.183
C -1.65000 -0.15296 7.72960 0.0 0.0 -0.1 -0.461
C -1.52176 -1.37884 7.09013 0.0 0.0 0.0 -0.754
C -1.02206 -1.44602 5.79463 0.0 0.0 0.0 -0.215
C -0.65191 -0.28475 5.12159 -0.1 0.1 -0.1 -0.229
C -0.74740 0.94136 5.78407 -0.1 0.0 0.1 -0.184
C -1.25573 1.00898 7.07516 0.0 0.0 0.0 -0.675
P -0.09485 -0.19773 3.37204 0.0 -0.1 -0.1 0.715
C 0.11474 -1.97617 2.92768 0.0 0.1 0.0 0.474
C 1.42631 -2.45618 2.94166 0.0 0.0 0.0 -0.646
C 1.70772 -3.78232 2.63809 -0.1 0.1 0.0 -0.615
C 0.67501 -4.64799 2.30383 0.0 0.1 0.0 -0.540
C -0.63191 -4.17876 2.26562 0.0 0.0 0.0 -0.534
C -0.91228 -2.85217 2.56974 0.0 0.0 0.1 -0.101
C -1.67220 0.19156 2.48098 0.1 -0.4 -0.1 0.874
C -2.93325 0.10570 3.08001 0.1 0.0 -0.1 -0.175
C -4.09266 0.18677 2.32065 0.0 0.0 0.0 -0.844
C -4.01329 0.34842 0.94363 0.0 0.0 0.1 -1.052
C -2.76907 0.46184 0.34602 0.2 0.1 0.0 -0.852
C -1.59626 0.40675 1.09744 0.1 0.0 0.3 0.264
H -2.05375 -0.10264 8.73353 0.0 0.0 0.0 0.365
H -1.82374 -2.28854 7.59719 0.0 0.0 0.0 0.400
H -0.92772 -2.40716 5.30294 0.0 0.0 0.0 0.362
H -0.43244 1.85112 5.27726 0.0 -0.1 0.0 0.436
H -1.34371 1.96980 7.57131 0.0 -0.1 0.0 0.404
H 2.23935 -1.77622 3.18305 -0.1 0.0 0.0 0.295
H 2.73346 -4.12985 2.64437 0.0 0.0 0.0 0.406
H 0.88982 -5.68244 2.06290 0.0 0.0 0.0 0.355
H -1.43820 -4.84539 1.97900 0.0 0.0 0.0 0.418
H -1.93653 -2.50184 2.51902 0.0 0.1 0.0 0.328
H -3.01636 -0.03986 4.15050 0.1 0.0 0.0 0.293
H -5.05778 0.10149 2.80700 0.0 0.0 0.0 0.377
H -4.91430 0.39632 0.34069 0.1 0.0 0.0 0.417
H -2.71176 0.62704 -0.72952 0.0 0.0 0.1 0.117
N 3.18401 1.81810 1.90078 -0.1 -0.1 0.0 -0.005
C 3.27356 0.63988 1.19241 -0.2 0.1 0.0 -0.016
N 4.41606 0.01470 1.01059 0.0 -0.2 -0.1 -0.599
N 4.10271 -1.02756 0.20670 -0.4 0.1 0.0 -0.733
N 2.84698 -1.02946 -0.07226 0.3 0.1 0.2 -0.262
N 2.25598 0.02237 0.56904 0.4 0.0 0.0 0.704
C 2.00633 2.46670 2.17177 0.0 0.1 0.0 -0.074
N 1.88624 3.37959 3.11458 -0.2 0.1 0.1 -0.689
N 0.59221 3.77414 3.03392 0.0 -0.2 -0.2 -0.720
N -0.02027 3.13698 2.09517 0.2 0.0 0.2 0.360
N 0.86276 2.29255 1.50833 0.0 0.2 0.1 0.389
H 3.97148 2.06389 2.47411 0.0 0.0 0.0 0.282
O 1.70819 -3.96035 -7.33239 0.0 0.1 0.2 -0.683
S 1.15716 -3.74981 -8.66153 0.0 0.0 -0.1 1.168
O -0.07150 -4.47657 -8.92468 0.0 0.0 0.0 -0.708
O 2.13724 -3.76315 -9.72214 0.0 0.1 -0.1 -0.695
C 0.52643 -2.03313 -8.61817 0.0 0.2 0.3 -0.065
N 0.16224 -1.46152 -9.76677 0.0 -0.1 0.0 -0.495
C -0.39078 -0.26021 -9.68098 0.0 -0.1 0.0 -0.379
C -0.59868 0.39516 -8.47611 -0.1 0.1 0.0 -0.704
C -0.16967 -0.27028 -7.34254 0.1 -0.1 0.1 0.065
N 0.39393 -1.47797 -7.41045 0.1 0.1 -0.3 0.024
C -0.30297 0.27336 -5.96257 0.0 0.0 -0.2 0.913
C -1.47308 0.85445 -5.49586 0.0 0.0 -0.1 -1.051
C -1.56998 1.17609 -4.14943 0.1 0.0 0.1 -0.517
N -0.58522 0.97092 -3.27842 0.1 -0.1 -0.1 0.372
C 0.55878 0.46531 -3.74953 -0.1 0.0 0.0 -0.375
C 0.74439 0.09661 -5.06870 0.1 0.1 0.1 -0.431
H -0.68361 0.20114 -10.61988 0.0 0.0 0.0 0.414
H -1.04698 1.38111 -8.43108 0.0 -0.1 0.0 0.472
H -2.31785 1.00368 -6.15861 0.0 0.0 0.0 0.445
H -2.48274 1.60226 -3.74254 0.0 0.0 0.0 0.395
H 1.35792 0.31363 -3.02277 -0.1 0.0 -0.1 0.286
H 1.66723 -0.36455 -5.40018 -0.1 0.0 0.0 0.518
C -2.63354 -1.81836 -3.01821 0.0 0.0 -0.1 -0.770
N -1.28326 -2.17840 -3.41344 -0.1 -0.1 -0.1 0.569
C -0.89038 -2.51673 -4.70051 -0.3 -0.1 0.2 -0.637
C 0.41440 -2.84149 -4.64646 0.1 -0.2 0.3 -1.132
N 0.79898 -2.70236 -3.32315 0.2 -0.1 0.0 0.595
C 2.14083 -2.99368 -2.81998 -0.1 0.0 -0.1 -0.570
C -0.23966 -2.30088 -2.56682 0.0 0.1 -0.2 -0.293
Se -0.30447 -2.05076 -0.70680 -0.1 -0.1 -0.2 -0.338
H -3.19206 -1.53943 -3.91020 0.1 0.0 0.0 0.345
H -2.60391 -0.98659 -2.32280 0.1 0.1 0.0 0.089
H -3.12408 -2.65409 -2.52218 0.0 -0.1 0.0 0.336
H -1.56352 -2.48760 -5.54335 0.1 0.0 0.1 0.684
H 1.08268 -3.13467 -5.44572 0.0 -0.1 0.0 0.982
H 2.87098 -2.66482 -3.55827 -0.1 0.0 0.0 0.315
H 2.25582 -4.06553 -2.66857 0.0 0.0 0.0 0.306
H 2.29356 -2.48249 -1.87524 0.0 0.1 0.1 0.121
C -1.71666 5.74752 1.24614 0.2 0.0 0.0 -0.936
N -0.60071 5.58595 0.33431 -0.1 0.0 0.1 0.104
C 0.68726 6.21186 0.64045 -0.1 -0.1 0.0 -0.511
C 1.54949 5.75425 -0.53127 -0.1 -0.1 0.0 -0.686
N 0.84368 4.53958 -0.93496 0.1 0.1 0.0 0.094
C -0.44879 4.55483 -0.51458 0.1 0.2 0.2 -0.077
S -1.60844 3.44635 -0.99674 0.0 0.1 0.0 -0.360
H -1.99031 6.80381 1.29637 0.0 0.0 0.0 0.292
H -1.44285 5.39076 2.24114 0.0 0.0 0.0 0.308
H -2.55344 5.16469 0.87748 0.0 0.0 0.0 0.317
H 1.05989 5.83702 1.59552 0.0 -0.1 0.1 0.259
H 0.59050 7.29435 0.69629 0.0 0.0 0.0 0.435
H 2.57707 5.54857 -0.24212 0.0 -0.1 0.0 0.345
H 1.54906 6.49434 -1.33412 0.0 0.0 -0.1 0.371
H 1.06072 4.05775 -1.78807 0.0 -0.1 -0.1 0.232
```
Forces are in eV/Å.

The lowest unoccupied orbital energy is 1.77 eV. Its net charge is -1. The total energy is -6325.96154 hartree. As for the HOMO energy: -6.0 eV. Its energy above the lowest of the compared OMol25 structures with the same formula, charge and spin is 0.00 kJ/mol.

***

(2)
Below is C38H37Cl2IrN3O2P4Se2 as an isolated structure at a distorted geometry, with properties calculated with the ωB97M-V functional and the def2-TZVPD basis.

Structure (XYZ):
```
89
Properties=species:S:1:pos:R:3:forces:R:3:mulliken_spin:R:1
Ir 2.38475 0.81934 0.27980 1.2 1.0 -1.4 0.095
C 1.95976 1.81509 3.61618 -0.2 0.1 0.0 0.020
P 2.76075 0.63530 2.51874 0.0 0.0 0.2 0.016
C 2.39630 -0.99292 3.20200 -0.2 -0.1 -0.1 -0.001
C 4.55155 0.85630 2.78530 -0.1 0.1 0.1 -0.008
C 5.05262 1.01540 4.07653 0.0 0.0 0.0 0.002
C 6.41237 1.19469 4.27904 0.0 0.0 0.0 -0.001
C 7.28479 1.21339 3.19608 0.0 0.0 0.0 0.000
C 6.79678 1.05038 1.90942 0.0 -0.1 0.1 0.000
C 5.43109 0.86506 1.70172 0.1 0.1 0.0 0.002
P 4.74942 0.60669 0.05483 0.7 -0.6 0.7 -0.039
C 5.63633 1.64385 -1.11146 -0.3 0.2 -0.2 -0.002
C 5.16499 -1.09462 -0.39482 -0.2 -0.1 -0.2 0.003
H 2.16685 1.56456 4.65610 0.0 0.0 0.0 0.001
H 0.88096 1.78068 3.45309 0.0 0.0 0.0 -0.006
H 2.31503 2.82358 3.40440 0.0 0.0 0.0 -0.002
H 2.81170 -1.05397 4.20831 0.0 0.0 0.0 0.000
H 2.82661 -1.77556 2.57767 0.0 0.0 0.0 0.001
H 1.31556 -1.14359 3.24271 0.0 0.0 0.0 0.000
H 4.38776 1.00870 4.93172 0.0 0.0 0.0 0.000
H 6.79136 1.32873 5.28325 0.0 0.0 0.0 0.000
H 8.34511 1.35609 3.35580 0.0 0.0 0.0 0.000
H 7.48567 1.06200 1.07351 0.0 0.0 0.0 0.000
H 6.66420 1.29139 -1.19355 0.0 0.0 0.0 -0.001
H 5.61849 2.68609 -0.79660 0.0 0.0 0.0 0.000
H 5.14947 1.55356 -2.08397 0.1 0.0 0.0 0.000
H 6.24514 -1.22098 -0.31089 0.0 0.0 0.0 0.001
H 4.84842 -1.27105 -1.42442 0.0 0.0 0.0 0.000
H 4.65527 -1.80224 0.25693 0.0 0.0 0.0 0.000
Se -2.51808 -3.22885 1.93801 0.0 0.1 0.1 0.001
P -2.50879 -2.50257 -0.02985 -0.2 -0.2 0.7 0.001
C -2.46210 -3.74848 -1.32026 0.2 0.1 -0.2 -0.001
C -1.93666 -3.45592 -2.58022 0.0 0.0 0.0 -0.001
C -1.92335 -4.42783 -3.56661 0.0 0.0 0.0 0.000
C -2.42833 -5.69408 -3.29267 0.0 0.0 0.0 0.000
C -2.94639 -5.98527 -2.03959 0.0 0.0 0.0 0.000
C -2.96761 -5.01290 -1.04825 0.0 0.0 -0.1 0.001
C -3.93184 -1.43893 -0.34630 0.2 0.2 -0.4 0.000
C -4.64459 -1.55145 -1.54114 0.0 0.1 0.0 0.000
C -5.76196 -0.75865 -1.76041 0.0 0.0 0.0 0.000
C -6.16773 0.14977 -0.79441 0.0 0.0 0.0 0.000
C -5.47537 0.24535 0.40670 0.1 0.0 0.0 0.001
C -4.36720 -0.55538 0.63994 0.0 0.1 -0.1 0.003
C -0.91035 -1.60692 -0.21402 0.2 -0.5 -0.1 -0.003
C -0.39182 -0.33014 -0.24740 0.7 -0.3 -0.3 0.017
N 0.97180 -0.49403 -0.09605 -1.3 0.4 0.4 0.000
N 1.25677 -1.77259 0.02600 0.2 0.3 0.1 -0.003
N 0.15922 -2.45226 -0.05585 -0.2 0.1 -0.2 0.002
P -0.98714 1.31556 -0.23635 -1.4 0.1 0.7 -0.039
Se 0.79405 2.65110 -0.01562 0.2 -1.2 0.1 0.776
C -2.05603 1.82634 -1.54966 0.2 0.2 -0.2 0.002
C -2.46870 0.91259 -2.51223 0.0 0.0 0.0 0.002
C -3.28571 1.34115 -3.54591 0.0 -0.1 0.0 -0.001
C -3.68581 2.66685 -3.61431 0.0 0.0 0.0 0.000
C -3.24073 3.58805 -2.67287 0.0 0.0 0.0 0.001
C -2.41186 3.17640 -1.64608 0.1 -0.1 0.0 -0.005
C -1.78916 1.47646 1.36276 0.1 0.2 0.3 -0.011
C -1.37819 0.62950 2.39934 0.0 0.1 -0.1 0.016
C -1.93839 0.75576 3.66037 0.0 0.0 0.0 -0.005
C -2.88276 1.74447 3.90346 0.0 0.0 0.0 0.010
C -3.27357 2.60556 2.88465 0.0 0.0 0.0 0.001
C -2.73616 2.47426 1.61641 0.0 -0.1 -0.1 -0.003
H -1.53095 -2.47100 -2.79118 0.0 0.0 0.0 0.000
H -1.51404 -4.20474 -4.54330 0.0 0.0 0.0 0.000
H -2.40910 -6.45753 -4.05941 0.0 0.0 0.0 0.000
H -3.32680 -6.97516 -1.82584 0.0 0.0 0.0 0.000
H -3.36913 -5.23281 -0.06733 0.0 0.0 0.0 0.000
H -4.33922 -2.27231 -2.28968 0.0 0.0 0.0 0.000
H -6.32488 -0.86507 -2.67907 0.0 0.0 0.0 0.000
H -7.04498 0.76160 -0.96300 0.0 0.0 0.0 0.000
H -5.81900 0.92257 1.17842 0.0 0.0 0.0 0.000
H -3.85982 -0.52733 1.59576 0.0 0.0 0.0 -0.002
H -2.13647 -0.11526 -2.46799 0.0 -0.1 0.0 -0.005
H -3.59750 0.63898 -4.30743 0.0 0.0 0.0 0.000
H -4.33362 2.99195 -4.41785 0.0 0.0 0.0 0.000
H -3.52258 4.62918 -2.75281 0.0 0.0 0.0 0.000
H -2.02241 3.90822 -0.94728 0.0 0.0 0.0 0.001
H -0.64260 -0.14468 2.21834 -0.1 -0.1 0.0 0.011
H -1.64788 0.07346 4.44867 0.0 0.0 0.0 0.000
H -3.31701 1.84296 4.88970 0.0 0.0 0.0 0.000
H -4.00496 3.37884 3.07974 0.0 0.0 0.0 0.000
H -3.07380 3.12652 0.82421 0.0 0.0 0.0 0.000
Cl 3.90058 0.26124 -4.36000 0.0 -0.1 0.0 0.003
C 2.23207 0.79457 -4.13820 0.1 0.0 -0.1 0.025
Cl 1.90653 2.25681 -5.06762 0.0 0.0 0.0 0.002
C 1.88016 1.04700 -2.66618 0.0 0.1 0.0 -0.037
O 0.77516 1.54353 -2.43741 0.1 0.0 0.3 0.139
O 2.76417 0.72353 -1.80173 -0.5 0.1 -0.1 0.021
H 1.58352 0.00604 -4.51048 0.0 0.0 0.0 -0.001
```
Forces are in eV/Å.

The lowest unoccupied orbital energy (alpha / beta) is -8.10 / -8.39 eV. Its spin multiplicity is 2. Its net charge is +2. The total energy is -8977.53149 hartree. As for the HOMO energy (alpha / beta): -12.0 / -12.0 eV. Its energy above the lowest of the compared OMol25 structures with the same formula, charge and spin is 109.48 kJ/mol. The expectation value of S² is 0.766.

***

(3)
Below is a 3-piece molecular cluster, C38H37ClFN2O4 overall, with properties calculated with the ωB97M-V functional and the def2-TZVPD basis.

Structure (XYZ):
```
83
Properties=species:S:1:pos:R:3:forces:R:3:mulliken_charge:R:1
F 6.58460 1.95663 3.63168 -0.2 0.2 0.3 -0.298
C 7.24621 1.26534 2.63027 -0.1 -0.2 -0.3 -0.556
C 6.70243 -0.15557 2.59060 0.1 0.2 -0.3 -0.310
C 5.54091 -0.23276 1.60421 0.1 -0.1 -0.1 -0.334
N 4.70174 -1.44756 1.64767 0.0 0.3 0.5 0.320
C 4.72855 -2.21044 2.88182 -0.2 -0.2 -0.1 -1.084
C 3.94193 -1.59445 4.04451 0.2 -0.5 -0.1 -0.439
N 2.54024 -1.40971 3.55668 0.3 0.4 -0.2 -0.023
C 2.53664 -0.45051 2.37833 0.0 -0.1 0.0 0.331
C 1.10897 -0.08958 2.00515 0.0 -0.3 -0.5 -1.261
C 0.92550 1.34449 1.50814 -0.3 0.3 0.3 -0.237
C 1.66864 2.39963 2.31237 0.2 -0.1 -0.3 -0.698
Cl 1.44573 2.16558 4.07516 -0.1 0.0 0.1 -0.201
C 3.31624 -1.15699 1.27880 0.6 -0.3 0.0 -1.834
H 8.31234 1.29892 2.83017 0.1 0.0 0.1 0.347
H 7.03369 1.79527 1.70168 0.2 0.0 -0.1 0.298
H 7.50043 -0.82814 2.28069 0.0 -0.2 0.1 0.341
H 6.40622 -0.38345 3.61165 0.1 -0.1 0.1 0.250
H 5.97498 -0.17254 0.60365 -0.1 0.0 -0.1 0.326
H 4.93819 0.67717 1.71569 -0.1 0.0 0.2 0.120
H 4.25709 -3.17853 2.66921 0.1 -0.1 0.0 0.400
H 5.74238 -2.44565 3.19190 0.0 0.1 0.0 0.421
H 3.93648 -2.27752 4.89187 -0.1 0.1 0.1 0.386
H 4.30792 -0.61948 4.35262 0.0 0.1 0.0 0.425
H 2.17965 -2.30390 3.21972 -0.2 -0.1 0.2 0.390
H 1.93464 -1.04597 4.29122 -0.1 0.0 0.0 0.414
H 3.10560 0.40065 2.74149 -0.1 0.1 0.1 0.507
H 0.43232 -0.28283 2.83885 0.1 0.2 0.2 0.501
H 0.79421 -0.76877 1.20603 -0.1 0.0 0.0 0.275
H 1.20379 1.45163 0.45913 0.1 -0.1 0.0 0.332
H -0.13875 1.57916 1.55431 0.0 0.0 -0.1 0.171
H 2.74229 2.37144 2.13343 0.0 0.0 0.1 0.348
H 1.32669 3.39848 2.06552 -0.1 0.0 0.1 0.502
H 3.31472 -0.57044 0.36360 -0.2 0.1 -0.1 0.410
H 2.81941 -2.11081 1.06949 -0.1 0.0 -0.2 0.456
C -4.54183 2.54240 3.43643 0.0 0.0 0.0 -0.590
C -5.92250 2.52340 3.27048 0.0 0.0 0.0 -0.483
C -6.47584 2.75651 2.02352 0.0 0.0 0.1 -0.656
C -5.65101 3.01599 0.93669 0.1 0.0 0.0 0.377
C -4.26494 3.04312 1.10329 0.0 0.0 -0.1 0.202
C -3.71576 2.80079 2.35663 0.0 0.0 0.1 -0.564
C -3.35926 3.34474 -0.04085 0.1 0.0 0.0 0.652
O -2.15141 3.34257 0.10076 0.1 -0.1 0.0 -0.739
C -3.97951 3.64794 -1.36053 0.0 0.0 0.1 0.203
C -3.16123 3.98196 -2.43287 0.0 0.0 -0.1 -0.503
C -3.71819 4.24698 -3.67205 0.0 0.0 0.0 -0.568
C -5.09606 4.17630 -3.84773 0.0 0.0 0.0 -0.520
C -5.91747 3.84787 -2.78268 0.0 0.0 -0.1 -0.679
C -5.36433 3.58756 -1.53569 0.1 0.0 0.1 0.310
C -6.27026 3.25472 -0.39908 -0.1 0.0 0.0 0.484
O -7.46867 3.17995 -0.55426 0.0 0.0 0.0 -0.652
H -4.11247 2.36137 4.41294 0.0 0.0 0.0 0.414
H -6.56695 2.32949 4.11728 0.0 0.0 0.0 0.405
H -7.54735 2.74243 1.88142 0.0 0.0 -0.1 0.498
H -2.64166 2.82833 2.47708 0.0 0.0 -0.1 0.550
H -2.09091 4.03187 -2.28943 0.0 0.0 0.1 0.484
H -3.07944 4.50997 -4.50451 0.0 0.0 0.0 0.435
H -5.52908 4.38193 -4.81743 0.0 0.0 0.0 0.432
H -6.99012 3.79442 -2.90596 0.0 0.0 0.1 0.501
C 1.82220 -5.96869 -3.83119 0.0 0.0 0.0 -0.451
C 2.48640 -5.18653 -2.89268 0.0 0.0 0.0 -0.668
C 1.89546 -4.03275 -2.40833 0.1 -0.1 0.0 -0.413
C 0.63973 -3.64991 -2.86426 -0.1 0.0 0.0 0.106
C -0.01967 -4.42874 -3.81793 0.0 0.1 0.0 0.415
C 0.57317 -5.59079 -4.29323 0.1 -0.1 0.0 -0.723
C -1.35353 -4.02686 -4.35490 0.0 0.0 -0.1 0.540
O -1.92725 -4.70893 -5.17363 0.0 0.0 0.0 -0.656
C -1.94867 -2.75519 -3.85460 0.1 0.0 0.0 0.316
C -3.16469 -2.32761 -4.37172 -0.1 0.1 0.0 -0.545
C -3.73492 -1.15125 -3.91461 0.0 0.0 0.0 -0.704
C -3.09690 -0.40296 -2.93135 -0.1 0.1 0.0 -0.372
C -1.88582 -0.82400 -2.41349 0.0 0.1 0.0 -0.910
C -1.30271 -1.99682 -2.87585 0.0 -0.1 0.0 0.206
C 0.01294 -2.41394 -2.32296 0.0 0.1 0.0 0.389
O 0.55990 -1.75527 -1.45636 0.1 0.0 0.2 -0.683
H 2.28349 -6.87239 -4.20597 0.0 0.0 0.0 0.403
H 3.46748 -5.47883 -2.54258 0.0 0.0 0.0 0.420
H 2.40366 -3.41688 -1.67935 0.0 0.0 0.0 0.606
H 0.05000 -6.18770 -5.02706 -0.1 0.0 0.0 0.497
H -3.65323 -2.92073 -5.13204 0.0 -0.1 0.0 0.487
H -4.67865 -0.81591 -4.32319 0.0 0.0 0.0 0.423
H -3.54320 0.51524 -2.57017 0.0 0.0 0.0 0.599
H -1.38159 -0.24396 -1.65323 0.0 0.0 0.0 0.729
```
Forces are in eV/Å.

The lowest unoccupied orbital energy is -2.85 eV. Its net charge is +1. The total energy is -2440.59050 hartree. As for the HOMO energy: -11.5 eV. Its energy above the lowest of the compared OMol25 structures with the same formula, charge and spin is 0.00 kJ/mol.

***

Q: The lowest net charge belongs to which entry?
A: C38H37BiN16O3PS2Se